C30H49LiN4O3SbSi3 | ωB97M-V/def2-TZVPD

XYZ file:
```
91
Properties=species:S:1:pos:R:3:forces:R:3
Li -0.159 -1.792 -0.473 -0.176 -0.429 -0.074
C -2.045 2.112 -1.778 0.332 0.060 0.210
Sb -0.273 1.104 -0.964 -0.982 0.915 -0.418
C -0.720 -0.663 -2.112 0.553 1.240 -0.193
C -2.018 -1.243 -1.978 -0.488 -0.117 -0.231
C -3.092 -0.997 -2.867 0.133 0.056 0.129
C -4.297 -1.621 -2.682 -0.200 -0.240 0.154
C -4.441 -2.515 -1.622 -0.071 0.036 -0.096
C -3.342 -2.724 -0.807 -0.365 -0.195 -0.029
N -2.177 -2.126 -0.970 0.147 -0.220 -0.012
Si -0.103 -0.412 -3.834 0.696 -0.616 -0.431
C 1.702 0.188 -3.762 -0.564 -0.171 0.097
C -0.867 0.723 -5.216 -0.096 -0.270 0.769
C -0.187 -2.170 -4.610 0.078 0.597 0.237
C -1.136 1.419 1.248 -0.012 0.693 -0.788
C -0.697 0.211 1.955 0.366 -0.243 0.732
C -0.101 0.211 3.226 -0.015 0.037 -0.147
C 0.168 -0.981 3.860 -0.009 -0.328 -0.066
C -0.201 -2.173 3.248 -0.030 0.055 0.171
C -0.781 -2.091 1.996 -0.079 -0.329 0.367
N -0.981 -0.951 1.360 0.049 0.199 -0.164
Si -3.019 1.481 1.587 -0.858 0.056 0.364
C -3.897 3.155 1.237 0.538 -0.487 -0.002
C -4.104 0.132 0.790 0.591 0.454 0.135
C -3.235 1.174 3.477 0.224 0.082 -0.640
Si -0.238 3.038 1.714 0.523 0.843 0.045
C 1.652 2.768 1.875 -0.734 -0.106 -0.036
C -0.808 3.917 3.336 0.090 -0.588 -0.477
C -0.471 4.423 0.408 -0.051 -0.702 0.236
H -1.890 2.212 -2.846 -0.001 -0.008 -0.212
H -2.200 3.095 -1.354 -0.036 0.245 0.109
H -2.923 1.501 -1.608 -0.217 -0.143 -0.002
H -2.946 -0.288 -3.666 -0.029 0.113 -0.072
H -5.131 -1.403 -3.340 -0.009 -0.056 -0.025
H -5.376 -3.024 -1.443 -0.043 -0.070 0.072
H -3.397 -3.410 0.030 -0.092 -0.124 0.063
H 1.758 1.272 -3.769 0.023 0.276 -0.048
H 2.281 -0.189 -4.599 0.103 -0.086 -0.258
H 2.158 -0.150 -2.841 0.143 -0.112 0.269
H -0.999 1.743 -4.867 0.005 0.237 0.070
H -1.839 0.370 -5.547 -0.227 -0.103 -0.071
H -0.226 0.766 -6.095 0.256 -0.135 -0.051
H 0.322 -2.883 -3.968 0.162 -0.084 0.164
H 0.255 -2.223 -5.600 0.088 0.061 -0.251
H -1.218 -2.499 -4.684 -0.278 -0.033 -0.041
H 0.132 1.142 3.712 0.008 0.180 0.099
H 0.645 -0.998 4.832 0.005 0.068 0.041
H -0.045 -3.128 3.728 0.033 -0.064 -0.047
H -1.103 -2.976 1.463 0.138 -0.198 -0.032
H -3.826 3.442 0.195 0.068 0.041 -0.294
H -3.506 3.972 1.833 0.148 0.168 0.141
H -4.956 3.069 1.467 -0.181 -0.198 0.126
H -4.343 0.339 -0.248 0.040 0.013 -0.258
H -5.046 0.025 1.324 -0.093 0.136 0.203
H -3.589 -0.820 0.829 0.085 -0.144 0.002
H -2.705 1.903 4.079 0.158 0.164 0.122
H -2.832 0.198 3.726 0.064 -0.248 0.085
H -4.275 1.184 3.790 -0.267 0.056 -0.131
H 1.876 2.100 2.701 0.092 -0.098 0.136
H 2.182 3.701 2.058 -0.072 0.213 -0.008
H 2.056 2.313 0.974 0.047 -0.084 -0.155
H -0.399 3.450 4.226 0.077 -0.160 0.213
H -1.888 3.902 3.428 -0.251 0.035 0.044
H -0.495 4.958 3.344 0.148 0.132 -0.154
H -0.077 4.125 -0.558 0.069 -0.038 -0.206
H 0.042 5.332 0.708 0.196 0.073 0.232
H -1.516 4.676 0.276 -0.316 0.031 -0.033
C 5.007 -1.324 -1.919 -0.114 -0.175 0.184
C 4.687 -2.320 -0.811 0.055 0.000 -0.048
C 4.027 -1.703 0.457 0.302 0.276 0.036
C 4.797 -0.480 0.977 -0.172 -0.170 0.054
C 4.233 0.033 2.296 0.094 -0.081 -0.139
C 4.083 -2.821 1.485 -0.104 -0.017 -0.175
O 5.056 -3.061 2.171 0.254 0.098 0.138
N 2.983 -3.611 1.518 -0.329 -0.364 0.200
C 1.804 -3.434 0.747 0.580 -0.461 0.473
O 0.976 -4.327 0.772 -0.323 -0.532 0.151
N 1.649 -2.293 0.098 -0.673 0.358 -0.490
C 2.580 -1.334 0.091 0.490 -0.122 0.207
O 2.303 -0.197 -0.270 0.303 0.428 -0.034
H 5.382 -1.861 -2.789 0.012 0.003 -0.076
H 5.775 -0.625 -1.598 0.017 0.124 -0.037
H 4.116 -0.774 -2.210 0.001 0.140 -0.062
H 5.612 -2.819 -0.502 -0.086 -0.009 0.065
H 4.007 -3.086 -1.194 0.083 -0.046 -0.004
H 4.716 0.313 0.235 0.068 -0.059 -0.067
H 5.847 -0.754 1.109 -0.009 -0.001 -0.107
H 3.179 0.263 2.180 -0.162 0.126 0.034
H 4.758 0.935 2.601 -0.029 0.128 0.095
H 4.340 -0.709 3.083 0.059 -0.099 0.140
H 2.989 -4.410 2.142 0.049 0.122 -0.225
```
Positions in Å, forces in eV/Å.

The frontier orbital gap is 6.71 eV. As for the total charge: -1. The value obtained for the HOMO energy is -4.15 eV. The LUMO energy is 2.56 eV.

---

C2H10N2O | ωB97M-V/def2-TZVPD

XYZ file:
```
15
Properties=species:S:1:pos:R:3:forces:R:3
C -0.806 -0.100 0.997 -0.048 0.429 -0.893
N -0.419 1.266 0.650 -0.399 0.122 0.658
C -0.777 1.709 -0.666 -0.094 -0.225 -0.009
N -0.166 0.906 -1.735 -0.281 0.246 -0.797
H -1.855 -0.167 1.278 -0.219 0.257 0.014
H -0.240 -0.411 1.862 0.299 -0.331 0.023
H -0.672 -0.733 0.108 0.227 -0.353 0.466
H 0.557 1.436 0.840 0.053 -0.089 -0.068
H -1.866 1.706 -0.777 0.030 -0.329 0.065
H -0.507 2.751 -0.729 0.285 0.497 -0.084
H 0.641 1.383 -2.118 0.243 -0.059 0.304
H -0.781 0.854 -2.547 -0.093 -0.181 0.325
O 2.545 -3.239 0.888 -0.038 0.101 0.007
H 1.585 -3.196 0.945 0.020 0.013 -0.023
H 2.761 -4.166 1.004 0.014 -0.097 0.013
```
Positions in Å, forces in eV/Å.

The frontier orbital gap is 9.65 eV. The value obtained for the HOMO energy is -8.71 eV. Its SMILES is CNCN.O. The LUMO energy is 0.95 eV. For the energy relative to the best compared isomer or geometry (same formula, charge and spin), the calculation gives 0.572 eV.

---

C32H16F5N8ORuTe | ωB97M-V/def2-TZVPD

XYZ file:
```
64
Properties=species:S:1:pos:R:3:forces:R:3
Ru -0.065 -0.081 0.004 0.493 -0.602 -0.217
C -1.901 1.718 -5.975 0.005 -0.004 -0.008
C -1.519 0.421 -6.320 -0.001 0.005 -0.004
C -1.146 -0.507 -5.354 -0.011 -0.002 0.013
C -1.167 -0.086 -4.038 -0.001 -0.008 -0.023
C -0.823 -0.769 -2.796 -0.082 -0.044 0.047
N -0.469 -2.034 -2.715 0.005 -0.009 0.011
C -0.076 -2.623 -1.599 0.073 0.033 -0.046
C 0.210 -4.048 -1.481 -0.010 -0.004 0.004
C 0.102 -5.087 -2.385 0.011 0.003 0.004
C 0.472 -6.352 -1.942 -0.001 -0.004 0.004
C 0.935 -6.560 -0.642 -0.001 -0.003 -0.008
C 1.046 -5.511 0.264 0.009 0.009 -0.005
C 0.674 -4.256 -0.179 -0.005 -0.012 -0.006
C 0.666 -2.956 0.481 0.079 0.016 -0.001
N 1.099 -2.745 1.710 0.003 -0.019 -0.022
C 0.997 -1.596 2.343 -0.106 -0.017 0.032
N 0.334 -0.472 1.919 0.091 0.095 0.040
C 0.370 0.478 2.900 -0.060 -0.014 0.011
N -0.231 1.654 2.888 0.007 0.013 -0.004
C -0.838 2.160 1.838 0.061 0.028 -0.020
N -0.843 1.668 0.557 -0.103 -0.018 0.040
C -1.572 2.499 -0.250 0.094 0.039 0.008
N -1.780 2.374 -1.543 -0.011 -0.005 -0.019
C -1.441 1.310 -2.244 -0.028 0.004 0.036
N -0.983 0.115 -1.759 0.126 0.103 -0.067
C -1.551 1.211 -3.693 -0.017 0.002 -0.017
C -1.926 2.136 -4.649 -0.016 -0.011 0.009
C -2.066 3.612 0.557 -0.008 0.001 -0.022
C -2.829 4.715 0.228 0.002 0.004 0.007
C -3.125 5.606 1.254 0.000 -0.002 -0.004
C -2.669 5.394 2.555 -0.002 0.003 0.001
C -1.898 4.283 2.880 0.005 0.003 -0.004
C -1.609 3.400 1.858 0.009 -0.005 0.009
C 1.140 -0.042 4.022 -0.003 0.005 0.009
C 1.494 0.523 5.233 -0.015 -0.015 -0.001
C 2.263 -0.255 6.091 0.003 -0.001 -0.002
C 2.653 -1.549 5.745 0.003 0.002 0.002
C 2.291 -2.115 4.528 -0.014 0.000 0.003
C 1.532 -1.337 3.675 0.012 -0.005 0.004
N 0.195 -2.025 -0.403 -0.287 -0.072 0.073
H -2.179 2.411 -6.757 -0.002 -0.002 -0.001
H -1.509 0.136 -7.364 -0.003 -0.001 -0.001
H -0.847 -1.512 -5.617 0.003 -0.001 0.000
H -0.251 -4.919 -3.393 -0.003 0.002 0.000
H 0.403 -7.194 -2.617 0.001 -0.001 0.000
H 1.215 -7.559 -0.337 0.000 -0.001 -0.001
H 1.411 -5.666 1.270 -0.003 0.001 0.002
H -2.219 3.139 -4.374 0.001 0.000 0.002
H -3.174 4.878 -0.783 -0.001 -0.003 -0.003
H -3.719 6.484 1.042 0.001 0.002 0.000
H -2.918 6.112 3.324 0.000 0.000 -0.001
H -1.535 4.115 3.885 -0.002 -0.001 0.000
H 1.189 1.526 5.495 0.000 0.002 -0.002
H 2.569 0.149 7.046 -0.001 -0.001 0.000
H 3.253 -2.121 6.440 -0.002 0.000 0.001
H 2.592 -3.117 4.255 0.003 0.000 -0.003
F 3.712 1.182 -2.338 -0.009 -0.052 0.004
Te 2.844 1.468 -0.735 -0.153 0.258 0.049
F 4.370 1.085 0.229 0.035 -0.065 -0.030
F 3.431 3.213 -0.830 0.056 -0.025 -0.010
F 1.998 2.011 0.864 0.107 0.007 -0.032
F 1.315 2.103 -1.649 0.096 0.039 -0.003
O 2.105 -0.190 -0.616 -0.435 0.346 0.159
```
Positions in Å, forces in eV/Å.

The frontier orbital gap (spin up / spin down) is 5.03 / 6.65 eV. The multiplicity is 5. As for the total charge: +1. The value obtained for the HOMO energy (spin up / spin down) is -10.00 / -12.41 eV. The LUMO energy (spin up / spin down) is -4.97 / -5.76 eV.

---

Sequential electronic energy output: -2733.824447, -266.923230, -2604.486960 Eh
Sequential max |F| output: 1.41, 0.99, 0.81 eV Å⁻¹